Record 1
DFT (ωB97M-V/def2-TZVPD) results for a structure of composition C40H40F3N6PdS3 in a non-equilibrium geometry.

Each line ends with the Mulliken charge.
Positions of all 93 atoms, in Å:
Pd -1.792 0.458 2.301  -0.012
N -0.406 2.244 2.819  -0.176
C 0.430 2.031 4.014  -0.195
C -0.401 2.179 5.272  -0.832
C -1.483 1.119 5.410  -0.459
N -2.534 1.232 4.355  -0.491
H 0.149 2.279 1.970  0.194
H -0.935 3.109 2.874  0.291
H 1.254 2.747 4.031  0.445
H 0.866 1.030 3.963  0.019
H -0.852 3.178 5.297  0.285
H 0.256 2.106 6.138  0.407
H -1.942 1.214 6.394  0.471
H -1.049 0.120 5.345  0.264
H -2.878 2.188 4.309  0.234
H -3.330 0.665 4.627  0.337
N -1.795 1.523 0.610  -0.511
S -1.653 1.163 -0.879  1.963
N -0.214 0.898 -1.437  0.352
S 1.216 0.421 -1.279  1.195
N 1.649 -0.257 0.044  0.108
S 0.808 -1.238 0.979  0.600
N -0.532 -0.827 1.449  0.558
C 0.724 -2.818 0.187  0.981
C 1.736 -3.197 -0.690  -0.329
C 1.695 -4.475 -1.224  -0.846
C 0.665 -5.342 -0.878  -0.780
C -0.329 -4.945 0.010  -0.835
C -0.304 -3.673 0.560  -0.630
C 1.938 -1.477 2.321  0.445
C 3.298 -1.636 2.076  -0.490
C 4.126 -1.951 3.142  -0.974
C 3.593 -2.110 4.416  -0.732
C 2.234 -1.938 4.641  -0.762
C 1.389 -1.620 3.587  -0.384
C 1.490 -0.612 -2.680  0.221
C 2.695 -0.524 -3.367  -0.371
C 2.892 -1.356 -4.460  -0.939
C 1.897 -2.247 -4.843  -0.737
C 0.698 -2.320 -4.139  -0.864
C 0.483 -1.500 -3.047  0.319
C 2.334 1.766 -1.404  0.130
C 2.121 2.673 -2.440  -0.048
C 3.007 3.723 -2.589  -0.998
C 4.086 3.852 -1.718  -0.644
C 4.287 2.932 -0.697  -0.856
C 3.408 1.873 -0.529  -0.522
C -2.579 -0.200 -1.569  0.545
C -3.163 -0.047 -2.822  -0.833
C -3.819 -1.134 -3.381  -0.856
C -3.878 -2.343 -2.700  -0.934
C -3.269 -2.479 -1.458  -0.986
C -2.617 -1.403 -0.878  0.973
C -2.144 2.623 -1.739  0.261
C -3.100 3.438 -1.143  -0.525
C -3.552 4.536 -1.856  -0.796
C -3.051 4.798 -3.125  -0.626
C -2.088 3.969 -3.696  -1.134
C -1.625 2.862 -3.008  -0.631
H 2.538 -2.516 -0.941  0.393
H 2.478 -4.798 -1.896  0.537
H 0.647 -6.341 -1.291  0.470
H -1.115 -5.634 0.291  0.550
H -1.054 -3.354 1.271  0.425
H 3.699 -1.516 1.078  0.397
H 5.186 -2.085 2.971  0.487
H 4.243 -2.381 5.238  0.441
H 1.825 -2.070 5.634  0.507
H 0.324 -1.503 3.731  0.440
H 3.462 0.177 -3.065  0.596
H 3.819 -1.303 -5.014  0.494
H 2.056 -2.886 -5.702  0.468
H -0.071 -3.016 -4.448  0.545
H -0.448 -1.542 -2.492  0.040
H 1.284 2.554 -3.115  0.367
H 2.864 4.435 -3.391  0.480
H 4.777 4.675 -1.840  0.454
H 5.138 3.030 -0.036  0.508
H 3.550 1.144 0.257  0.440
H -3.131 0.893 -3.354  0.503
H -4.290 -1.027 -4.349  0.499
H -4.405 -3.181 -3.139  0.474
H -3.305 -3.425 -0.932  0.537
H -2.143 -1.498 0.082  0.135
H -3.476 3.214 -0.155  0.468
H -4.301 5.185 -1.421  0.462
H -3.417 5.652 -3.680  0.446
H -1.703 4.183 -4.684  0.502
H -0.897 2.190 -3.441  0.911
F -4.251 -0.357 1.874  -0.248
C -3.294 -0.938 2.609  0.754
F -3.737 -1.147 3.829  -0.240
F -2.963 -2.092 2.052  -0.104

Output
Charge ... +3
HOMO energy (alpha / beta) ... -16.490 / -16.488 eV
Kohn-Sham gap (alpha / beta) ... 5.598 / 5.783 eV
Strongest force on any atom ... 2.33 eV/A
Energy above the lowest of the compared OMol25 structures with the same formula, charge and spin ... 71.1 kcal per mole

=====

Record 2
DFT (ωB97M-V/def2-TZVPD) results for an isolated molecule of C4H12N2O in a non-equilibrium geometry.

Each line ends with the Mulliken charge.
Positions of all 19 atoms, in Å:
N -1.666 0.530 -0.790  -0.796
C -0.646 0.067 0.177  0.096
C 0.459 1.154 0.102  -0.151
C 1.435 1.161 1.232  -1.269
O 1.079 0.923 -1.189  -0.554
C -0.060 -1.322 -0.174  -0.508
N -0.622 -2.346 0.681  -0.565
H -2.394 -0.176 -0.915  0.251
H -1.205 0.615 -1.690  0.255
H -1.178 0.114 1.130  0.528
H -0.026 2.123 -0.051  0.416
H 2.388 1.703 1.114  0.415
H 1.082 1.669 2.134  0.323
H 1.793 0.169 1.525  0.292
H 1.911 1.411 -1.241  0.293
H 1.031 -1.301 -0.079  0.230
H -0.223 -1.412 -1.250  0.287
H -0.653 -3.225 0.181  0.229
H -1.551 -2.204 1.054  0.226

Output
Charge ... 0
HOMO energy ... -8.940 eV
Kohn-Sham gap ... 9.871 eV
Strongest force on any atom ... 1.87 eV/A
Energy above the lowest of the compared OMol25 structures with the same formula, charge and spin ... 33.6 kcal per mole

=====

Record 3
DFT (ωB97M-V/def2-TZVPD) results for a structure of composition C3H2FHgO2 in a non-equilibrium geometry.

Each line ends with the Mulliken spin population.
Positions of all 9 atoms, in Å:
H -2.365 1.075 -0.316  -0.001
F 1.107 0.399 -1.243  0.004
O 1.508 0.039 0.869  0.208
O -1.521 1.192 0.142  0.044
C 0.674 -0.002 -0.019  0.100
C -0.864 -1.206 -0.116  0.627
C -0.826 0.067 0.175  0.054
H -1.281 -2.180 0.125  0.013
Hg 3.568 0.616 0.381  0.952

Output
Charge ... +1
2S+1 ... 3
HOMO energy (alpha / beta) ... -13.954 / -14.885 eV
Kohn-Sham gap (alpha / beta) ... 10.224 / 7.389 eV
Strongest force on any atom ... 2.67 eV/A
Energy above the lowest of the compared OMol25 structures with the same formula, charge and spin ... 42.7 kcal per mole

=====

Record 4
DFT (ωB97M-V/def2-TZVPD) results for an isolated molecule of C3H4N2O in a non-equilibrium geometry.

Each line ends with the Mulliken charge.
Positions of all 10 atoms, in Å:
O 2.061 -0.122 -0.254  -0.536
C 0.712 0.034 -0.123  0.341
C -0.233 -0.854 0.328  -0.423
N -1.403 -0.144 0.418  0.183
N -1.293 1.087 -0.095  -0.621
C -0.043 1.145 -0.551  -0.219
H 2.408 -0.550 0.542  0.352
H -0.220 -1.920 0.154  0.340
H -2.165 -0.361 1.042  0.244
H 0.174 1.684 -1.463  0.339

Output
Charge ... 0
HOMO energy ... -8.947 eV
Kohn-Sham gap ... 9.757 eV
Strongest force on any atom ... 1.36 eV/A
Energy above the lowest of the compared OMol25 structures with the same formula, charge and spin ... 52.8 kcal per mole

=====

Record 5
DFT (ωB97M-V/def2-TZVPD) results for an isolated molecule of CH7P3S in a non-equilibrium geometry.

Each line ends with the Mulliken charge.
Positions of all 12 atoms, in Å:
C -2.841 0.514 0.485  -0.770
P 3.231 0.330 0.009  -0.144
P 1.530 -1.019 0.062  -0.018
P 0.046 0.353 -0.796  -0.028
S -1.807 -0.848 -0.144  -0.155
H -3.869 0.272 0.236  0.282
H -2.548 1.438 -0.002  0.290
H -2.720 0.591 1.561  0.258
H 4.080 -0.638 0.532  0.072
H 2.956 0.856 1.269  0.069
H 1.892 -1.636 -1.138  0.069
H 0.050 -0.211 -2.074  0.075

Output
Charge ... 0
HOMO energy ... -8.696 eV
Kohn-Sham gap ... 9.056 eV
Strongest force on any atom ... 2.09 eV/A
Energy above the lowest of the compared OMol25 structures with the same formula, charge and spin ... 0.0 kcal per mole

=====

Record 6
DFT (ωB97M-V/def2-TZVPD) results for a structure of composition C9H17CuF2N2O3.

Each line ends with the Mulliken spin population.
Positions of all 34 atoms, in Å:
Cu -0.970 -0.893 1.704  0.753
C -2.509 0.034 -3.210  0.000
N -2.414 -0.911 -2.095  0.002
C -2.922 -2.282 -2.238  0.001
C -1.907 -0.565 -0.924  0.003
O -1.852 -1.388 0.015  0.009
C -1.445 0.877 -0.742  -0.009
O -0.808 1.072 0.506  -0.008
C 0.565 1.420 0.498  -0.014
C 1.448 0.213 0.822  -0.027
O 0.917 -0.893 1.030  0.022
N 2.760 0.389 0.869  0.007
C 3.647 -0.721 1.219  0.000
C 3.432 1.657 0.602  0.001
H -3.068 -0.435 -4.011  0.000
H -1.526 0.301 -3.599  0.000
H -3.039 0.941 -2.920  0.000
H -3.319 -2.402 -3.240  0.000
H -3.708 -2.473 -1.511  0.000
H -2.122 -3.001 -2.074  0.000
H -2.330 1.517 -0.763  -0.002
H -0.799 1.179 -1.567  0.001
H 0.702 2.190 1.256  0.001
H 0.849 1.834 -0.470  0.001
H 3.061 -1.601 1.452  -0.001
H 4.244 -0.440 2.086  0.000
H 4.313 -0.933 0.383  0.001
H 2.729 2.458 0.404  0.000
H 4.092 1.551 -0.258  0.000
H 4.032 1.936 1.468  0.000
F -1.038 0.964 3.649  0.035
C -0.611 -0.324 3.552  0.179
F 0.720 -0.340 3.805  0.024
H -1.127 -0.931 4.302  0.023

Output
Charge ... +1
2S+1 ... 2
HOMO energy (alpha / beta) ... -12.205 / -12.976 eV
Kohn-Sham gap (alpha / beta) ... 9.784 / 8.516 eV
Strongest force on any atom ... 0.61 eV/A

=====

Record 7
DFT (ωB97M-V/def2-TZVPD) results for an isolated molecule of C4H5N.

Each line ends with the Mulliken charge.
Positions of all 10 atoms, in Å:
N 1.023 1.474 -0.335  -0.572
C 1.432 0.305 -0.043  0.057
C 0.485 -0.814 0.158  -0.546
C -0.810 -0.605 0.121  0.289
C -2.078 -0.321 0.080  -0.591
H 1.813 2.107 -0.458  0.238
H 2.493 0.039 0.050  0.338
H 0.882 -1.817 0.301  0.319
H -2.634 -0.127 0.993  0.234
H -2.607 -0.240 -0.866  0.233

Output
Charge ... 0
HOMO energy ... -9.513 eV
Kohn-Sham gap ... 10.296 eV
Strongest force on any atom ... 0.42 eV/A
Energy above the lowest of the compared OMol25 structures with the same formula, charge and spin ... 47.2 kcal per mole

=====

Record 8
DFT (ωB97M-V/def2-TZVPD) results for the ion C9H12OPS2 with charge +1 in a non-equilibrium geometry.

Each line ends with the Mulliken charge.
Positions of all 25 atoms, in Å:
C -3.380 -0.887 -1.854  -0.390
C -2.266 -1.609 -1.547  -0.554
C -3.550 0.343 -1.234  -0.653
C -1.240 -1.151 -0.758  -0.200
C -2.479 0.842 -0.556  -0.621
C -1.274 0.148 -0.390  0.700
C 4.508 -0.842 0.553  -0.802
C 3.235 -0.572 0.354  0.011
C 2.242 -0.305 1.480  -0.385
O 0.950 -0.174 0.896  -0.181
P -0.092 0.937 0.756  0.584
S -0.872 1.332 2.665  -0.203
S 0.800 2.752 0.066  -0.244
H -4.062 -1.265 -2.541  0.476
H -2.238 -2.678 -1.755  0.326
H -4.469 0.928 -1.440  0.348
H -0.427 -1.833 -0.547  0.453
H -2.620 1.791 -0.257  0.445
H 5.230 -1.110 -0.231  0.253
H 4.939 -0.837 1.489  0.290
H 2.671 -0.476 -0.694  0.179
H 2.424 0.647 1.962  0.371
H 2.249 -1.111 2.329  0.311
H -1.701 2.483 2.379  0.255
H 1.423 2.647 -1.127  0.231

Output
Charge ... +1
HOMO energy ... -13.172 eV
Kohn-Sham gap ... 9.157 eV
Strongest force on any atom ... 3.64 eV/A
Energy above the lowest of the compared OMol25 structures with the same formula, charge and spin ... 0.0 kcal per mole

=====

Q: Among the records above, which one has the highest strongest force on any atom?
A: C9H12OPS2

=====

Q: Look up the strongest force on any atom of the fifth one.
A: 2.09 eV/A

=====

What did the third record say?
DFT (ωB97M-V/def2-TZVPD) results for a structure of composition C3H2FHgO2 in a non-equilibrium geometry.

Each line ends with the Mulliken spin population.
Positions of all 9 atoms, in Å:
H -2.365 1.075 -0.316  -0.001
F 1.107 0.399 -1.243  0.004
O 1.508 0.039 0.869  0.208
O -1.521 1.192 0.142  0.044
C 0.674 -0.002 -0.019  0.100
C -0.864 -1.206 -0.116  0.627
C -0.826 0.067 0.175  0.054
H -1.281 -2.180 0.125  0.013
Hg 3.568 0.616 0.381  0.952

Output
Charge ... +1
2S+1 ... 3
HOMO energy (alpha / beta) ... -13.954 / -14.885 eV
Kohn-Sham gap (alpha / beta) ... 10.224 / 7.389 eV
Strongest force on any atom ... 2.67 eV/A
Energy above the lowest of the compared OMol25 structures with the same formula, charge and spin ... 42.7 kcal per mole